No. 1
{
  "formula": "C46H56ClFLuN6O3PS2",
  "method": "wB97M-V/def2-TZVPD",
  "total_charge": -2,
  "e_tot_ev": -143519.401,
  "max_force_ha_per_bohr": 0.0169,
  "homo_ev": -1.205,
  "orbital_gap_ha": 0.1828,
  "symbols": ["H", "H", "H", "H", "C", "C", "H", "H", "C", "H", "H", "C", "N", "H", "C", "C", "H", "S", "Cl", "C", "H", "H", "H", "O", "O", "H", "C", "C", "H", "N", "H", "H", "H", "C", "C", "C", "H", "H", "C", "C", "H", "C", "C", "C", "H", "H", "H", "H", "C", "C", "H", "C", "C", "P", "C", "C", "Lu", "H", "H", "C", "C", "H", "C", "H", "H", "C", "H", "H", "N", "N", "H", "C", "H", "C", "H", "H", "C", "H", "H", "S", "H", "O", "C", "C", "N", "C", "H", "H", "H", "H", "C", "H", "H", "C", "C", "C", "C", "H", "H", "F", "C", "C", "H", "H", "H", "C", "H", "H", "H", "N", "C", "H", "H", "C", "C", "C", "C"],
  "xyz": [[-3.214, -1.997, -4.809], [3.444, 4.971, -0.565], [4.542, 4.352, -2.715], [2.265, 0.241, -3.225], [2.062, -4.831, -0.613], [-3.651, -2.756, 0.012], [2.970, 4.078, -4.286], [-0.323, 4.614, -2.340], [-2.233, -1.228, -3.034], [2.713, 3.725, 0.461], [-0.242, 3.073, -1.519], [-4.905, -3.248, -0.393], [3.893, -0.391, 1.617], [-1.582, 1.085, 2.464], [-5.747, -3.895, 0.542], [-4.757, 0.368, 1.625], [4.247, 2.178, -4.502], [0.393, 2.405, 1.490], [-1.484, -7.260, 5.504], [1.586, 3.619, -2.628], [1.239, -4.775, -3.895], [6.027, -0.401, 2.512], [-2.315, -2.524, 1.667], [-2.141, 0.244, 0.694], [-0.503, -1.706, 1.918], [-5.994, -4.548, 2.553], [-3.738, 1.281, 3.688], [-0.700, 0.238, -4.812], [5.379, 2.800, -2.840], [3.690, 1.765, 2.570], [5.836, 3.956, -1.589], [3.889, -0.205, -1.397], [-3.869, 2.352, 3.501], [2.738, -0.406, 1.051], [-2.459, -1.328, -4.414], [-4.429, -2.396, -2.575], [-0.984, 6.554, 2.316], [-1.861, -0.694, -6.374], [-1.175, -5.670, 4.826], [-1.030, -3.307, 5.109], [-6.709, -4.266, 0.204], [3.104, 0.929, -3.097], [-1.190, -0.456, -2.501], [1.903, 4.022, -4.068], [-0.439, 3.120, -3.273], [0.320, 0.947, -3.102], [0.673, 5.085, 3.899], [4.422, 4.095, 0.620], [-0.498, -1.766, 3.195], [-1.687, -0.605, -5.308], [-4.470, 0.317, 0.577], [4.315, 0.654, 2.381], [4.192, 0.102, -2.399], [2.434, 2.146, -1.833], [3.548, 1.341, -4.501], [1.312, -3.732, -0.194], [-0.449, -0.890, -0.195], [-5.266, -0.561, 1.897], [-0.108, 0.845, -5.489], [-0.100, 3.943, 2.230], [-4.095, -3.547, 2.250], [-4.612, 0.880, 4.203], [-0.840, -5.557, 3.490], [-2.678, 6.059, 2.483], [2.699, 1.620, -5.126], [-3.149, -1.952, -2.103], [6.138, 1.167, 3.131], [4.382, -0.807, -2.976], [-3.567, 0.573, 2.431], [1.779, -0.576, 0.403], [-5.434, 1.214, 1.767], [4.986, 3.536, -2.139], [-3.773, -3.665, 3.278], [-5.279, -3.035, -1.742], [1.404, -3.441, 0.849], [-1.527, 5.774, 3.797], [-0.468, 0.288, -3.443], [4.043, 0.496, -4.990], [4.457, 2.123, -0.619], [-2.659, 3.606, 1.255], [-6.253, -3.368, -2.086], [-0.397, -0.824, 3.974], [0.493, -2.975, -1.049], [0.995, 4.723, 2.918], [-2.788, -2.121, -0.851], [3.607, 3.993, -0.100], [1.518, 2.224, 2.200], [-0.379, -4.175, 1.913], [1.890, 4.120, 3.066], [5.134, 0.650, -2.318], [2.005, -5.180, -1.945], [-4.722, -2.182, -3.591], [1.958, 4.416, -1.976], [-0.705, -3.161, 3.764], [-0.614, -4.293, 2.963], [-5.352, -4.046, 1.840], [0.063, 3.595, -2.427], [1.293, 5.604, 2.335], [1.464, 5.003, -4.281], [2.741, -6.255, -2.383], [-1.277, -4.559, 5.648], [0.503, -3.388, -2.389], [-1.542, -4.682, 6.690], [2.689, -5.394, 0.068], [-2.863, 1.122, 4.316], [-1.352, 4.418, 2.103], [-0.770, -6.441, 2.870], [-1.086, -2.412, 5.715], [-0.090, -2.847, -3.121], [5.555, 0.361, 2.972], [3.975, 2.946, -1.158], [4.221, 2.344, 3.219], [1.455, 3.316, -4.770], [1.245, -4.478, -2.853], [-1.652, 5.778, 2.708], [-3.271, -2.915, 1.362], [-2.380, 0.719, 1.819]],
  "forces_ev_per_angstrom": [[-0.01, 0.02, -0.03], [-0.02, 0.00, 0.03], [-0.01, -0.01, 0.00], [-0.03, 0.01, -0.01], [-0.06, 0.05, -0.03], [0.19, 0.13, -0.10], [-0.01, -0.01, 0.05], [0.00, 0.02, -0.09], [-0.22, -0.13, 0.03], [-0.02, -0.08, 0.00], [0.08, 0.00, 0.01], [-0.17, -0.04, -0.02], [-0.13, -0.06, 0.04], [-0.02, 0.06, -0.08], [0.04, 0.05, -0.10], [0.00, -0.07, -0.01], [0.00, -0.04, 0.00], [-0.18, 0.13, -0.18], [0.01, 0.06, -0.03], [0.08, 0.16, -0.03], [0.00, 0.00, 0.00], [0.02, 0.01, -0.02], [0.04, 0.03, -0.02], [-0.32, 0.34, -0.14], [0.17, -0.07, -0.24], [0.00, 0.01, 0.01], [-0.10, -0.06, 0.08], [-0.03, 0.00, 0.01], [-0.02, 0.00, 0.03], [0.06, -0.03, 0.07], [0.00, 0.01, 0.00], [-0.03, 0.01, 0.01], [0.01, -0.01, -0.01], [0.25, -0.05, -0.32], [0.07, 0.00, 0.00], [0.13, 0.07, 0.05], [0.00, 0.00, -0.02], [0.01, 0.00, 0.00], [-0.01, -0.07, 0.03], [0.02, 0.01, -0.03], [-0.01, 0.00, 0.00], [0.00, -0.06, -0.01], [0.22, 0.21, 0.31], [-0.03, 0.04, -0.04], [0.00, -0.04, 0.03], [0.02, 0.01, 0.06], [0.00, 0.01, 0.00], [0.03, 0.05, -0.01], [-0.08, 0.24, -0.13], [-0.01, 0.01, 0.03], [0.02, -0.02, 0.00], [-0.02, -0.03, -0.08], [0.03, -0.03, -0.01], [-0.16, -0.07, 0.02], [0.03, 0.05, -0.05], [0.06, -0.09, -0.06], [0.22, -0.57, 0.37], [0.00, 0.01, 0.05], [0.01, -0.02, -0.01], [0.08, -0.01, 0.11], [-0.10, -0.04, 0.00], [0.01, -0.05, 0.01], [-0.01, 0.00, 0.01], [0.01, 0.00, 0.00], [0.01, 0.01, 0.02], [0.02, 0.08, -0.19], [0.01, -0.02, -0.03], [0.01, 0.00, 0.00], [0.05, 0.45, -0.31], [-0.35, 0.41, 0.16], [-0.01, 0.01, -0.03], [0.04, 0.06, 0.01], [0.00, 0.00, 0.01], [-0.08, -0.06, 0.03], [0.00, 0.02, 0.01], [0.00, -0.02, 0.01], [0.02, -0.04, -0.12], [0.00, -0.02, 0.02], [-0.03, -0.02, -0.02], [0.11, 0.12, 0.04], [0.00, 0.00, 0.02], [-0.05, -0.06, 0.05], [-0.10, 0.22, 0.08], [0.00, 0.03, 0.02], [0.03, -0.09, 0.15], [0.01, 0.05, -0.02], [0.08, -0.06, -0.09], [0.02, -0.01, -0.02], [-0.01, -0.03, 0.00], [-0.01, 0.01, -0.01], [0.06, -0.07, 0.01], [0.00, -0.01, 0.00], [0.01, -0.02, -0.03], [0.01, -0.08, 0.06], [-0.05, 0.03, -0.02], [0.09, 0.01, 0.07], [-0.06, -0.05, 0.04], [0.00, 0.02, -0.02], [-0.02, 0.00, 0.01], [-0.03, 0.04, 0.01], [0.01, 0.00, 0.02], [-0.02, -0.18, 0.01], [0.00, 0.00, 0.00], [0.01, -0.01, 0.01], [0.03, 0.02, -0.03], [-0.06, -0.08, -0.03], [0.01, 0.00, -0.01], [-0.01, 0.00, 0.01], [0.02, 0.01, -0.02], [0.00, 0.02, 0.09], [0.12, -0.04, 0.08], [-0.06, 0.04, -0.03], [0.00, 0.01, 0.00], [-0.04, 0.05, 0.01], [-0.06, -0.01, -0.03], [-0.03, -0.06, -0.01], [0.15, -0.70, 0.49]],
  "mulliken_charge": [0.3345, 0.4074, 0.1950, -0.3083, -1.1161, -1.1784, 0.3169, 0.4714, 1.5972, 0.4136, 0.1576, 1.4782, -0.6975, 0.7469, -0.8966, -1.0468, 0.1741, 0.2225, -0.2703, 0.7533, 0.4462, 0.2453, -0.6820, -0.3568, 0.0303, 0.3790, -1.0058, -0.9937, 0.2906, -0.3449, 0.4772, 0.3161, 0.2706, 0.4080, -0.8797, -1.2089, 0.3121, 0.3293, 0.4745, -0.6071, 0.3841, 1.3515, -0.5873, -1.4858, 0.2936, 1.3415, 0.4371, 0.4400, -0.2019, -1.1472, 0.2764, 0.2432, -1.8555, 1.5152, -1.6177, -0.1240, 1.4535, 0.2248, 0.3564, 0.2156, -0.4589, 0.3880, -1.1487, 0.3363, 0.1963, 0.4531, 0.2111, 0.5103, 0.6744, -0.4102, 0.4087, -1.6929, 0.4242, -1.3217, 0.7047, 0.2713, -0.4854, 0.5390, 0.3226, -0.4761, 0.3619, -0.8340, -0.1881, -1.5874, 0.8286, -1.9212, -0.2542, 0.4112, 0.1946, 0.2521, 0.5061, 0.3678, 0.1658, 0.3311, 0.3091, -0.8336, -1.3202, 0.2055, 0.4086, -0.3870, -0.6581, 0.1932, 0.4144, 0.4391, 0.2620, 0.6162, 0.4458, 0.4842, 0.1098, -0.5965, 0.5876, 0.0873, 0.1347, -1.0042, -1.5235, 1.5347, -1.1576]
}

---

No. 2
{
  "formula": "C36H30Cl4N9O5Rh",
  "method": "wB97M-V/def2-TZVPD",
  "spin_multiplicity": 5,
  "de_lowest_ev": 1.869,
  "s2": 6.025,
  "e_tot_ev": -114562.857,
  "max_force_ha_per_bohr": 0.0033,
  "homo_ev": [-6.383, -7.574],
  "orbital_gap_ha": [0.2417, 0.2318],
  "symbols": ["H", "H", "H", "C", "H", "C", "C", "C", "H", "H", "C", "H", "H", "H", "C", "H", "C", "C", "H", "H", "C", "C", "C", "C", "C", "C", "H", "N", "C", "H", "H", "C", "H", "N", "H", "N", "Rh", "O", "H", "H", "N", "H", "C", "C", "C", "C", "H", "O", "C", "C", "O", "C", "O", "H", "H", "Cl", "C", "C", "C", "C", "C", "N", "N", "H", "C", "H", "N", "C", "H", "O", "C", "C", "C", "Cl", "Cl", "C", "Cl", "H", "H", "C", "N", "C", "H", "N", "H"],
  "xyz": [[-0.012, -0.897, -4.477], [1.641, -1.303, -3.944], [-3.346, 0.020, -0.976], [2.634, -3.204, 1.250], [-4.441, -1.624, 3.213], [3.434, -0.017, -1.668], [1.364, -3.932, 0.730], [3.100, -1.211, -0.854], [-1.195, -0.022, 3.128], [4.766, -2.343, -1.408], [-2.171, -0.497, 3.062], [-5.767, 3.053, -1.786], [-2.954, 0.244, 3.239], [0.618, -0.210, -2.962], [-2.170, 1.647, -0.637], [-2.159, 5.473, -0.143], [0.621, -1.085, -3.614], [-3.377, 3.751, -0.529], [1.484, -4.344, -2.751], [3.130, -3.450, 2.185], [3.848, -2.316, -0.838], [-0.998, 3.672, -0.207], [-5.414, -2.890, 1.781], [2.022, 3.170, 1.925], [-5.744, 2.321, -0.975], [-3.375, 2.383, -0.700], [4.211, -4.212, 0.071], [-2.197, -2.022, -0.766], [-0.949, 2.277, -0.388], [-2.248, -1.297, 3.803], [-0.078, 4.204, 0.011], [3.394, -3.507, -0.067], [6.327, 0.109, -4.076], [4.009, 2.112, -3.186], [0.899, -4.770, 1.244], [2.661, 1.067, -1.531], [0.821, 1.125, -0.111], [1.978, 3.114, 0.676], [-5.948, 2.825, -0.027], [-6.502, 1.563, -1.152], [4.460, -0.120, -2.496], [-4.269, -3.541, -1.335], [0.581, -2.597, 0.746], [2.549, 4.344, 4.002], [1.864, -1.873, 1.211], [4.702, 0.979, -3.229], [1.617, 3.335, -1.465], [-2.254, -1.015, 1.743], [-3.320, -1.772, 1.393], [-3.286, -2.307, 0.091], [1.145, 0.991, 2.105], [2.502, 4.320, 2.636], [-4.507, 1.639, -0.936], [2.308, -5.327, -0.686], [-1.722, -2.795, -1.203], [3.122, 5.738, 4.829], [-2.167, 4.399, -0.281], [1.431, -3.769, -1.833], [1.654, 2.087, 4.129], [0.644, -1.779, -0.583], [1.572, 2.014, 2.707], [1.921, -1.144, -0.078], [2.245, 3.219, -2.246], [6.002, 1.742, -4.591], [0.760, -2.623, -1.837], [-6.154, -4.110, 0.178], [5.730, 0.913, -4.096], [2.996, 2.117, -2.319], [2.561, 4.026, -2.753], [0.070, -2.225, -2.952], [-5.366, -3.451, 0.517], [-4.399, -2.048, 2.220], [2.122, 3.210, 4.760], [2.203, 3.269, 6.475], [3.004, 5.661, 1.686], [-1.544, -0.800, -0.772], [1.139, 0.700, 5.014], [-4.296, 4.317, -0.581], [1.919, -1.211, 2.070], [2.094, -4.263, -0.598], [-2.374, 0.259, -0.848], [-4.309, -3.142, -0.329], [-0.358, -2.562, 1.287], [-0.261, -0.678, -0.738], [-6.244, -3.106, 2.441]],
  "forces_ev_per_angstrom": [[0.01, 0.00, 0.00], [0.00, 0.00, 0.00], [0.00, -0.01, 0.00], [-0.01, 0.01, 0.00], [0.00, 0.00, 0.00], [0.02, 0.04, -0.05], [0.02, -0.03, 0.01], [0.04, -0.06, 0.01], [0.00, 0.01, 0.01], [0.00, 0.01, 0.00], [-0.03, 0.04, -0.03], [0.00, 0.00, 0.00], [-0.01, -0.01, 0.00], [0.00, -0.01, 0.00], [-0.03, 0.03, 0.01], [0.01, 0.00, 0.00], [0.01, 0.02, -0.02], [0.02, 0.00, 0.01], [0.00, 0.01, 0.00], [0.01, 0.00, 0.00], [-0.03, 0.01, 0.00], [0.00, 0.05, 0.01], [-0.03, -0.03, -0.01], [0.03, 0.02, -0.02], [-0.01, -0.01, -0.01], [0.02, 0.00, 0.02], [0.00, 0.01, -0.01], [-0.03, -0.16, 0.03], [-0.04, 0.02, -0.02], [0.02, 0.00, 0.00], [0.00, -0.01, 0.00], [0.00, 0.00, 0.00], [0.00, 0.00, 0.00], [0.00, 0.03, -0.01], [0.00, 0.00, 0.00], [-0.06, -0.06, 0.08], [0.17, -0.01, -0.03], [-0.03, -0.03, -0.01], [0.00, 0.00, 0.00], [0.00, 0.00, 0.00], [-0.01, 0.02, 0.01], [0.00, 0.00, 0.00], [0.00, 0.01, 0.00], [0.01, 0.02, -0.01], [0.01, 0.02, 0.04], [-0.03, -0.02, 0.03], [0.00, 0.01, 0.01], [0.06, -0.07, 0.02], [-0.03, -0.01, -0.01], [-0.02, 0.05, -0.03], [-0.02, -0.03, 0.03], [-0.01, 0.00, 0.00], [-0.01, 0.00, 0.00], [0.01, 0.00, 0.01], [0.05, 0.01, 0.04], [0.00, -0.01, 0.00], [-0.03, -0.03, -0.01], [-0.02, -0.01, -0.01], [0.00, -0.01, 0.01], [-0.04, -0.01, -0.04], [0.00, -0.01, 0.00], [0.02, 0.05, 0.01], [-0.01, -0.02, -0.02], [0.00, 0.00, 0.00], [0.02, 0.01, 0.04], [0.00, 0.00, 0.00], [0.02, -0.01, -0.01], [0.01, 0.02, -0.01], [0.01, 0.01, 0.01], [-0.01, -0.02, -0.02], [-0.02, 0.00, 0.02], [0.05, 0.02, 0.01], [0.00, -0.01, 0.02], [0.00, 0.00, -0.01], [0.00, 0.00, 0.00], [0.03, 0.06, 0.01], [-0.01, -0.01, 0.00], [0.00, 0.00, 0.00], [0.00, -0.02, 0.00], [-0.01, 0.02, 0.00], [0.02, 0.02, 0.00], [0.01, 0.05, 0.00], [-0.01, 0.02, -0.01], [-0.08, -0.02, -0.05], [0.00, 0.00, 0.00]],
  "mulliken_charge": [0.3530, 0.2965, 0.3319, -0.6812, 0.4835, -0.3572, -0.7285, -0.2211, -0.1553, 0.5434, -0.8158, 0.3746, 0.3833, -0.0288, 0.0215, 0.4123, -0.4813, -0.3532, 0.4758, 0.3797, -0.3684, -0.3930, -0.7635, -0.3166, -1.0174, 0.7614, 0.6908, 0.1192, 0.5456, 0.3986, 0.3789, -0.3634, 0.2436, -0.7927, 0.4680, 0.7437, -0.2781, -0.3084, 0.3936, 0.2765, -0.7097, 0.4801, -0.1306, 0.3594, -1.4487, 0.2987, 0.0434, 0.4423, 1.2982, -0.3126, 0.4676, 0.0849, -0.4394, 0.5687, 0.3974, -0.1946, -1.3716, -0.9258, -0.0482, 0.5958, -0.4672, 0.8150, -0.1189, 0.2577, -0.0881, 0.3910, -0.3519, 0.1517, 0.2834, -0.5169, -0.7601, -0.9222, 0.5565, -0.1994, -0.1969, -0.1613, -0.1835, 0.4123, 0.8925, -0.1939, 0.3213, -0.4727, 0.6378, -0.6143, 0.4212]
}